Version i
Entry from OMol25: C6H8N2 in the gas phase (ωB97M-V/def2-TZVPD).

The calculation puts the frontier orbital gap at 9.34 eV. Its SMILES is N1[C@@H]2[C@@H]3N[C@@H]4[C@H]1[C@@H]4[C@H]23. Its net charge is 0. Its spin multiplicity is 1.

Geometry (Å):
1 N -0.04 -1.09 -1.12
2 C -1.17 -0.48 -0.40
3 C -1.10 1.05 -0.17
4 N 0.19 1.53 -0.70
5 C 1.31 0.83 -0.08
6 C 1.10 -0.68 -0.23
7 C 0.55 -0.17 1.02
8 C -0.85 -0.06 0.80
9 H 0.02 -2.01 -0.34
10 H -2.18 -0.96 -0.49
11 H -2.02 1.68 0.11
12 H 0.26 1.20 -1.67
13 H 2.35 1.21 0.18
14 H 1.81 -1.41 -0.51
15 H 1.28 -0.30 1.86
16 H -1.52 -0.35 1.73

---

Version ii
Entry from OMol25: C6H8N2 in the gas phase (ωB97M-V/def2-TZVPD).

The calculation puts the frontier orbital gap at 8.01 eV. Its net charge is 0. Its spin multiplicity is 1.

Geometry (Å):
1 C 0.09 0.32 -2.04
2 C 1.29 0.44 -2.88
3 C -0.10 0.15 -0.85
4 C 0.09 -1.02 1.30
5 C -1.73 0.96 0.71
6 C -0.86 -0.28 0.31
7 N 2.24 0.23 -2.11
8 N 2.50 -0.45 -1.08
9 H 3.24 0.09 -0.64
10 H -0.45 -1.91 1.67
11 H 0.25 -0.23 2.08
12 H 0.96 -1.26 0.71
13 H -2.25 1.51 -0.13
14 H -1.17 1.74 1.33
15 H -2.53 0.73 1.49
16 H -1.55 -1.04 0.13

---

Version iii
Entry from OMol25: a molecular structure, C6H8N2 (ωB97M-V/def2-TZVPD).

The calculation puts the frontier orbital gap at 8.71 eV. Its net charge is 0. Its spin multiplicity is 1.

Geometry (Å):
1 C -1.26 0.11 -1.60
2 C 1.71 0.13 1.30
3 C -1.15 -0.67 -0.70
4 C 0.67 -0.45 1.13
5 C -1.64 0.96 -2.72
6 C 2.97 0.79 1.63
7 N -1.69 -1.84 1.22
8 N -0.73 -1.48 0.27
9 H -0.69 1.37 -3.16
10 H -2.03 0.29 -3.55
11 H -2.35 1.68 -2.44
12 H 2.79 1.61 2.38
13 H 3.63 0.05 2.14
14 H 3.43 1.09 0.67
15 H -1.44 -2.61 1.74
16 H -2.23 -1.03 1.69

---

Version iv
Entry from OMol25: C6H8N2 in the gas phase (ωB97M-V/def2-TZVPD).

The calculation puts the frontier orbital gap at 10.10 eV. Its SMILES is [H]/N=C(C)\C=C(\C)C#N. Its net charge is 0. Its spin multiplicity is 1.

Geometry (Å):
1 H -1.94 1.00 1.36
2 N -2.21 0.10 0.94
3 C -1.40 -0.26 0.01
4 C -1.62 -1.56 -0.72
5 C -0.23 0.55 -0.39
6 C 0.94 0.48 0.27
7 C 2.13 1.25 -0.22
8 C 1.11 -0.37 1.41
9 N 1.28 -1.05 2.33
10 H -1.42 -2.39 -0.03
11 H -2.66 -1.62 -1.06
12 H -0.96 -1.64 -1.58
13 H -0.36 1.17 -1.28
14 H 1.91 2.32 -0.26
15 H 2.41 0.91 -1.23
16 H 3.00 1.11 0.43

---

So which one is most stable? That would be version iv, about 429.6 kJ/mol below the next structure.

---

Version i
Entry from OMol25: C6H8N2 in the gas phase (ωB97M-V/def2-TZVPD).

The calculation puts the frontier orbital gap at 8.21 eV. Its net charge is 0. Its spin multiplicity is 1.

Geometry (Å):
1 C 0.46 0.93 -0.46
2 C 0.83 -0.25 -0.08
3 C -1.11 -1.08 0.07
4 C -1.82 0.19 0.11
5 C -0.99 1.18 -0.63
6 C 2.02 -1.04 0.25
7 N -1.13 -2.29 0.08
8 N -2.94 0.33 0.66
9 H 1.08 1.81 -0.71
10 H -1.26 2.21 -0.22
11 H -1.06 1.09 -1.80
12 H 2.71 -0.54 0.99
13 H 2.62 -1.33 -0.61
14 H 1.64 -1.97 0.73
15 H -1.86 -2.99 -0.11
16 H -3.38 1.19 0.61

---

Version ii
Entry from OMol25: C6H8N2 in the gas phase (ωB97M-V/def2-TZVPD).

The calculation puts the frontier orbital gap at 10.08 eV. Its SMILES is C#C[C@@H]1NC[C@@H]2N[C@@H]12. Its net charge is 0. Its spin multiplicity is 1.

Geometry (Å):
1 C 1.01 2.48 1.91
2 C 0.88 1.40 1.40
3 C 0.54 0.07 0.83
4 N 1.06 0.05 -0.58
5 C 0.21 -0.69 -1.56
6 C -0.63 -1.34 -0.58
7 N -1.95 -1.39 0.10
8 C -0.95 -0.29 0.36
9 H 0.85 3.35 2.58
10 H 0.99 -0.71 1.53
11 H 1.33 0.93 -0.94
12 H -0.32 -0.03 -2.25
13 H 0.78 -1.54 -2.03
14 H -0.04 -1.93 0.01
15 H -2.66 -0.96 -0.52
16 H -1.09 0.58 -0.26

---

So which one is most stable? That would be version i, about 271.8 kJ/mol below the next structure.

---

Version i
Entry from OMol25: C16H23N3O2S in the gas phase (ωB97M-V/def2-TZVPD).

The calculation puts the frontier orbital gap at 9.19 eV. Its SMILES is CCCCN(C)CCNC(=O)Cn1c(=O)sc2ccccc21. Its net charge is 0. Its spin multiplicity is 1.

Geometry (Å):
1 C -3.11 -0.03 -2.68
2 C -1.64 0.15 -2.32
3 C -1.25 -0.60 -1.04
4 C -1.94 -0.03 0.20
5 N -1.22 -0.31 1.43
6 C -1.80 0.44 2.53
7 C -1.16 -1.73 1.73
8 C -0.12 -2.04 2.82
9 N 1.07 -1.24 2.63
10 C 1.94 -1.49 1.64
11 O 2.00 -2.51 0.99
12 C 2.90 -0.30 1.41
13 N 2.18 0.78 0.77
14 C 1.50 1.68 1.52
15 O 1.43 1.68 2.73
16 S 0.72 2.88 0.47
17 C 1.32 2.06 -0.96
18 C 1.12 2.40 -2.28
19 C 1.66 1.58 -3.26
20 C 2.38 0.44 -2.91
21 C 2.59 0.11 -1.59
22 C 2.07 0.93 -0.60
23 H -3.33 0.46 -3.63
24 H -3.35 -1.09 -2.79
25 H -3.76 0.40 -1.92
26 H -1.02 -0.22 -3.14
27 H -1.42 1.21 -2.20
28 H -0.17 -0.52 -0.90
29 H -1.50 -1.65 -1.17
30 H -1.98 1.06 0.10
31 H -2.98 -0.40 0.26
32 H -1.21 0.30 3.43
33 H -1.78 1.50 2.29
34 H -2.84 0.15 2.74
35 H -0.84 -2.24 0.82
36 H -2.14 -2.14 2.03
37 H -0.51 -1.85 3.81
38 H 0.16 -3.10 2.74
39 H 1.04 -0.30 3.01
40 H 3.73 -0.61 0.78
41 H 3.28 0.06 2.37
42 H 0.55 3.28 -2.54
43 H 1.51 1.83 -4.30
44 H 2.78 -0.19 -3.69
45 H 3.13 -0.79 -1.33

---

Version ii
Entry from OMol25: C16H23N3O2S in the gas phase (ωB97M-V/def2-TZVPD).

The calculation puts the frontier orbital gap at 8.60 eV. Its SMILES is CCCCOC[C@H](O)CCc1n[nH]c(=S)n1-c1ccccc1. Its net charge is 0. Its spin multiplicity is 1.

Geometry (Å):
1 C -0.36 3.05 -4.52
2 C 0.60 3.01 -3.33
3 C -0.10 2.68 -2.02
4 C -0.51 1.20 -1.88
5 O 0.33 0.46 -1.01
6 C 1.60 0.16 -1.54
7 C 2.34 -0.80 -0.60
8 O 3.67 -0.84 -1.08
9 C 1.72 -2.20 -0.56
10 C 0.47 -2.26 0.33
11 C 0.84 -2.09 1.77
12 N 1.95 -2.49 2.29
13 N 1.85 -2.22 3.62
14 C 0.66 -1.64 3.93
15 S 0.16 -1.16 5.41
16 N 0.00 -1.55 2.72
17 C -1.27 -0.97 2.55
18 C -2.34 -1.47 3.28
19 C -3.59 -0.89 3.15
20 C -3.77 0.19 2.30
21 C -2.69 0.69 1.58
22 C -1.44 0.12 1.71
23 H -0.85 2.09 -4.65
24 H -1.13 3.80 -4.36
25 H 0.18 3.29 -5.43
26 H 1.40 2.29 -3.53
27 H 1.07 3.99 -3.23
28 H -0.99 3.30 -1.93
29 H 0.55 2.92 -1.18
30 H -1.50 1.12 -1.42
31 H -0.54 0.71 -2.86
32 H 1.51 -0.30 -2.53
33 H 2.21 1.07 -1.64
34 H 2.32 -0.37 0.41
35 H 4.18 -1.43 -0.51
36 H 1.46 -2.51 -1.57
37 H 2.46 -2.90 -0.16
38 H -0.01 -3.23 0.22
39 H -0.24 -1.49 0.04
40 H 2.59 -2.44 4.26
41 H -2.19 -2.31 3.95
42 H -4.42 -1.27 3.72
43 H -4.74 0.64 2.20
44 H -2.83 1.54 0.93
45 H -0.60 0.51 1.16

---

So which one is most stable? That would be version i, about 167.0 kJ/mol below the next structure.